# 1
{
  "formula": "C27H40BN6S3Ti",
  "method": "ωB97M-V/def2-TZVPD",
  "symbols": ["Ti", "C", "C", "C", "C", "N", "N", "B", "N", "N", "C", "C", "C", "C", "C", "S", "C", "C", "C", "C", "N", "N", "C", "C", "C", "C", "C", "S", "C", "C", "C", "C", "C", "S", "C", "C", "C", "C", "H", "H", "H", "H", "H", "H", "H", "H", "H", "H", "H", "H", "H", "H", "H", "H", "H", "H", "H", "H", "H", "H", "H", "H", "H", "H", "H", "H", "H", "H", "H", "H", "H", "H", "H", "H", "H", "H", "H", "H"],
  "xyz": [[0.000, 0.000, 0.000], [4.278, -1.795, 1.373], [3.055, -2.316, 0.643], [2.822, -3.692, 0.656], [1.705, -4.226, 0.012], [0.858, -3.377, -0.624], [1.050, -2.058, -0.698], [0.004, -1.337, -1.593], [-1.491, -1.751, -1.630], [-1.734, -2.758, -2.472], [-2.971, -3.274, -2.690], [-4.049, -2.731, -1.991], [-3.857, -1.666, -1.109], [-5.072, -1.105, -0.395], [-2.545, -1.148, -0.926], [-2.366, -0.003, -0.022], [-3.166, -4.414, -3.693], [-1.830, -4.790, -4.372], [-4.153, -3.977, -4.797], [-3.715, -5.658, -2.967], [0.550, -0.381, -2.686], [1.110, -1.046, -3.696], [1.662, -0.454, -4.785], [1.649, 0.944, -4.851], [1.090, 1.691, -3.811], [1.119, 3.203, -3.921], [0.529, 1.010, -2.696], [-0.008, 1.790, -1.593], [2.265, -1.356, -5.867], [3.389, -2.202, -5.235], [2.858, -0.571, -7.059], [1.163, -2.291, -6.403], [2.152, -1.468, -0.055], [2.394, -0.015, -0.022], [1.451, -5.736, -0.017], [1.299, -6.276, 1.418], [2.633, -6.442, -0.718], [0.162, -6.062, -0.803], [4.861, -2.612, 1.849], [3.970, -1.088, 2.172], [4.948, -1.273, 0.658], [3.513, -4.347, 1.169], [-5.045, -3.127, -2.143], [-6.004, -1.641, -0.672], [-5.204, -0.035, -0.660], [-4.938, -1.198, 0.703], [-1.412, -3.919, -4.920], [-1.976, -5.617, -5.102], [-1.086, -5.124, -3.623], [-3.768, -3.080, -5.329], [-5.151, -3.730, -4.378], [-4.294, -4.790, -5.542], [-3.007, -5.987, -2.175], [-3.856, -6.498, -3.681], [-4.697, -5.448, -2.492], [2.076, 1.464, -5.695], [1.599, 3.546, -4.862], [1.692, 3.632, -3.072], [0.082, 3.601, -3.903], [4.192, -1.544, -4.838], [3.836, -2.888, -5.986], [3.000, -2.820, -4.397], [3.678, 0.100, -6.722], [2.075, 0.037, -7.562], [3.282, -1.267, -7.814], [0.739, -2.914, -5.586], [1.570, -2.978, -7.177], [0.338, -1.700, -6.857], [2.219, -6.103, 2.015], [1.109, -7.372, 1.403], [0.449, -5.779, 1.931], [3.588, -6.272, -0.177], [2.751, -6.062, -1.756], [2.463, -7.539, -0.766], [-0.721, -5.575, -0.337], [-0.018, -7.158, -0.830], [0.252, -5.706, -1.850], [0.000, 0.000, 1.761]],
  "forces_ev_per_a": [[0.744, 2.049, 3.392], [-0.035, 0.347, -0.072], [0.750, -3.295, 0.750], [0.832, 1.989, 0.215], [-2.055, 1.394, -1.499], [-0.177, -2.861, 0.667], [0.449, -0.364, -0.020], [-0.255, -0.715, -1.639], [-1.636, -0.715, -0.221], [-0.753, -1.641, -1.272], [2.499, 0.758, 0.180], [0.078, 1.399, 1.161], [-1.524, -2.002, -1.434], [0.147, 0.250, 0.204], [-0.688, -8.936, -7.177], [1.620, 9.614, 7.925], [0.623, -0.363, -0.553], [0.322, 0.090, -0.060], [-0.313, 0.379, -0.120], [-0.154, -0.170, 0.448], [0.713, 0.830, -1.627], [1.025, -0.946, -1.480], [-0.885, -1.049, 1.804], [-0.744, 1.033, 1.252], [1.186, -0.411, -2.620], [-0.142, 0.066, 0.285], [4.530, -7.071, -9.056], [-5.361, 7.550, 10.882], [0.132, -0.636, -0.228], [0.308, -0.240, 0.430], [-0.062, 0.482, 0.090], [-0.505, -0.295, -0.002], [-1.550, -10.120, -0.212], [1.550, 12.066, -0.277], [-0.718, -0.451, -0.456], [0.060, 0.184, 0.541], [0.503, 0.153, -0.243], [-0.280, 0.157, -0.211], [-0.571, 0.445, -0.428], [0.276, -0.248, -0.495], [-0.348, -0.123, 0.501], [-0.012, 0.049, 0.030], [0.003, 0.028, 0.048], [0.789, 0.263, 0.067], [0.054, -0.527, 0.329], [-0.115, 0.242, -0.562], [-0.188, -0.526, 0.326], [-0.051, 0.539, 0.501], [-0.344, 0.206, -0.408], [-0.262, -0.531, 0.257], [0.485, -0.128, -0.281], [0.154, 0.485, 0.544], [-0.431, 0.128, -0.445], [0.110, 0.607, 0.409], [0.503, -0.192, -0.234], [0.036, -0.039, -0.016], [-0.321, -0.452, 0.622], [-0.453, -0.110, -0.409], [0.603, -0.082, 0.131], [-0.385, -0.416, -0.240], [-0.313, 0.499, 0.419], [0.208, 0.370, -0.501], [-0.431, -0.340, -0.281], [0.499, -0.309, 0.209], [-0.335, 0.379, 0.607], [0.240, 0.374, -0.456], [-0.190, 0.511, 0.473], [0.445, -0.387, 0.205], [-0.516, -0.144, -0.241], [0.132, 0.740, -0.087], [0.481, -0.345, -0.229], [-0.468, -0.153, -0.308], [-0.042, -0.277, 0.590], [0.017, 0.747, 0.100], [0.491, -0.282, -0.324], [0.238, 0.697, 0.119], [-0.138, -0.172, 0.572], [-0.081, -0.036, -0.862]],
  "mulliken_charge": [-1.098, -1.859, 0.262, -0.242, -0.272, -0.871, 1.004, -0.486, 0.943, -0.531, 0.029, -0.336, 0.320, -1.825, 1.039, -0.534, 1.779, -1.165, -1.621, -1.430, 1.343, -0.654, -0.565, -0.064, 0.353, -1.839, 1.207, -0.518, 1.972, -1.490, -2.025, -1.366, 1.634, -0.453, 2.015, -1.608, -1.540, -1.796, 0.373, 0.416, 0.405, 0.436, 0.406, 0.363, 0.415, 0.394, 0.243, 0.513, -0.070, 0.348, 0.334, 0.441, 0.189, 0.441, 0.343, 0.590, 0.361, 0.395, 0.406, 0.376, 0.411, 0.242, 0.455, 0.422, 0.363, 0.186, 0.426, 0.377, 0.343, 0.431, 0.363, 0.361, 0.301, 0.437, 0.358, 0.422, 0.174, 0.099],
  "orbital_gap_ev": [6.601, 5.586],
  "lumo_ev": [-7.5367, -8.5705],
  "e_tot_ha": -3449.53559,
  "charge": 2,
  "s_squared": 0.758,
  "spin_multiplicity": 2
}

# 2
{
  "formula": "H16O8",
  "method": "ωB97M-V/def2-TZVPD",
  "symbols": ["H", "H", "H", "H", "H", "H", "H", "H", "H", "H", "H", "H", "H", "H", "H", "H", "O", "O", "O", "O", "O", "O", "O", "O"],
  "xyz": [[-0.764, -1.874, 1.294], [-0.373, -0.408, 1.218], [4.248, -1.940, 0.287], [3.561, -0.981, 1.246], [0.104, 3.483, 1.269], [-1.152, 2.675, 1.550], [2.995, 1.137, -0.136], [4.147, 0.361, -0.752], [-4.491, -1.151, 0.071], [-4.446, -2.042, -1.159], [1.894, -1.016, -2.111], [0.726, -1.458, -1.245], [-3.007, 1.557, -0.719], [-3.908, 1.027, 0.385], [0.004, 1.318, -1.245], [-0.897, 0.172, -0.815], [-0.267, -1.195, 1.764], [4.204, -1.699, 1.219], [-0.473, 2.816, 0.881], [3.705, 1.217, -0.782], [-4.505, -2.076, -0.198], [1.681, -1.327, -1.224], [-3.012, 0.958, 0.036], [0.027, 0.447, -0.834]],
  "forces_ev_per_a": [[0.044, -0.013, 0.151], [0.212, 0.133, -0.007], [-0.158, -0.123, 0.103], [-0.109, -0.202, 0.062], [0.004, -0.041, -0.070], [-0.002, -0.125, -0.106], [-0.081, -0.053, -0.134], [-0.020, 0.101, 0.013], [0.125, -0.168, -0.028], [-0.008, -0.055, 0.087], [-0.050, 0.064, 0.138], [0.374, 0.209, 0.109], [0.038, 0.076, 0.058], [0.091, 0.083, 0.082], [0.031, 0.095, 0.247], [-0.202, 0.219, 0.085], [-0.199, -0.063, -0.084], [0.152, 0.213, -0.168], [-0.026, 0.245, 0.144], [0.030, -0.022, 0.057], [-0.040, 0.128, -0.102], [0.739, -0.993, -0.333], [-0.152, -0.038, -0.108], [-0.792, 0.329, -0.198]],
  "mulliken_charge": [0.309, 0.307, 0.307, 0.302, 0.279, 0.302, 0.307, 0.305, 0.293, 0.313, 0.306, 0.268, 0.319, 0.279, 0.236, 0.282, -0.619, -0.622, -0.559, -0.629, -0.612, -0.551, -0.589, -0.532],
  "orbital_gap_ev": 10.391,
  "lumo_ev": -0.2517,
  "e_tot_ha": -611.47424,
  "smiles": "O.O.O.O.O.O.O.O",
  "de_lowest_kcal_mol": 68.0
}

# 3
{
  "formula": "C5H10O",
  "method": "ωB97M-V/def2-TZVPD",
  "symbols": ["C", "C", "C", "C", "C", "O", "H", "H", "H", "H", "H", "H", "H", "H", "H", "H"],
  "xyz": [[0.649, -1.690, 0.106], [0.711, -0.158, 0.044], [1.939, 0.397, -0.656], [-0.512, 0.217, -0.732], [-2.460, 0.836, 0.115], [-1.100, 1.211, -0.068], [-0.232, -2.029, 0.667], [1.538, -2.098, 0.597], [0.566, -2.108, -0.903], [0.633, 0.260, 1.059], [2.844, 0.084, -0.130], [1.892, 1.492, -0.660], [1.975, 0.046, -1.691], [-2.604, -0.063, -0.490], [-3.155, 1.625, -0.154], [-2.520, 0.587, 1.177]],
  "forces_ev_per_a": [[0.107, -0.122, 0.012], [0.105, -0.030, -0.085], [0.197, 0.032, -0.111], [0.209, 0.137, 0.455], [-0.634, -0.029, 0.028], [0.227, -0.446, -0.014], [0.186, 0.099, -0.104], [-0.050, 0.049, -0.038], [0.107, 0.057, 0.141], [0.140, -0.040, -0.162], [0.009, 0.036, -0.122], [0.133, -0.164, -0.042], [0.098, 0.036, 0.100], [-0.465, 0.154, 0.110], [0.030, 0.220, 0.005], [-0.400, 0.010, -0.172]],
  "mulliken_charge": [-1.386, 0.919, -1.455, -0.531, -0.569, -0.172, 0.357, 0.376, 0.351, 0.145, 0.376, 0.363, 0.355, 0.390, 0.245, 0.235],
  "orbital_gap_ev": 8.912,
  "lumo_ev": 0.6983,
  "e_tot_ha": -271.61607,
  "de_lowest_kcal_mol": 85.7
}

# 4
{
  "formula": "C38H36Cl2CsN9O7S2",
  "method": "ωB97M-V/def2-TZVPD",
  "symbols": ["Cs", "Cl", "C", "C", "C", "N", "C", "O", "C", "C", "C", "C", "C", "N", "C", "C", "C", "Cl", "N", "C", "O", "C", "C", "C", "C", "C", "N", "H", "H", "H", "H", "H", "H", "H", "H", "H", "H", "C", "C", "C", "C", "C", "C", "C", "S", "C", "O", "H", "H", "H", "H", "H", "H", "H", "H", "H", "H", "N", "C", "N", "N", "C", "N", "H", "H", "H", "H", "C", "C", "C", "C", "C", "C", "C", "S", "O", "O", "N", "C", "C", "C", "O", "O", "H", "H", "H", "H", "H", "H", "H", "H", "H", "H", "H", "H"],
  "xyz": [[0.138, 0.192, 1.992], [2.598, 8.096, 0.990], [1.870, 6.711, 1.759], [2.413, 5.457, 1.614], [1.824, 4.292, 2.118], [2.358, 3.080, 1.701], [2.212, 2.742, 0.444], [2.756, 1.798, -0.167], [1.074, 3.427, -0.360], [1.171, 4.595, -1.159], [0.021, 5.123, -1.727], [-1.186, 4.443, -1.629], [-1.165, 3.250, -0.924], [-0.084, 2.740, -0.333], [0.686, 4.405, 2.988], [0.206, 5.706, 3.158], [0.719, 6.818, 2.506], [-0.118, 8.362, 2.577], [0.047, 3.272, 3.474], [-0.896, 3.401, 4.373], [-1.338, 4.434, 4.915], [-1.513, 2.094, 4.903], [-2.694, 2.176, 5.635], [-3.228, 1.001, 6.133], [-2.589, -0.217, 5.903], [-1.433, -0.172, 5.151], [-0.888, 0.944, 4.671], [3.286, 5.294, 1.009], [2.101, 5.096, -1.209], [0.036, 6.072, -2.238], [-2.121, 4.853, -2.057], [-2.067, 2.699, -0.744], [-0.671, 5.830, 3.783], [-3.137, 3.158, 5.782], [-4.155, 1.047, 6.694], [-2.988, -1.191, 6.210], [-0.905, -1.092, 4.924], [0.887, 3.866, -4.852], [1.366, 2.561, -4.266], [2.722, 2.335, -4.042], [3.169, 1.251, -3.308], [2.229, 0.374, -2.780], [0.875, 0.609, -2.904], [0.446, 1.679, -3.682], [2.802, -1.080, -1.873], [2.973, -2.152, -3.441], [1.648, -1.745, -1.245], [1.764, 4.532, -4.882], [0.222, 4.307, -4.123], [0.441, 3.727, -5.846], [3.452, 3.052, -4.406], [4.222, 1.129, -3.083], [0.196, -0.042, -2.358], [-0.626, 1.866, -3.774], [2.000, -2.159, -3.926], [3.221, -3.171, -3.135], [3.700, -1.695, -4.118], [4.039, -5.543, 4.296], [3.444, -4.347, 4.011], [3.023, -4.160, 2.755], [3.336, -3.501, 4.973], [2.582, -2.427, 4.652], [1.904, -1.560, 4.276], [4.585, -5.962, 3.557], [4.482, -5.568, 5.184], [2.735, -4.950, 2.210], [2.569, -3.260, 2.569], [-2.544, -1.879, -5.499], [-2.239, -2.851, -4.372], [-2.791, -4.128, -4.318], [-2.456, -5.028, -3.318], [-1.552, -4.658, -2.352], [-0.958, -3.409, -2.388], [-1.275, -2.537, -3.427], [-1.047, -5.807, -1.116], [-1.635, -7.080, -1.501], [0.388, -5.703, -0.967], [-1.746, -5.285, 0.230], [-3.135, -4.843, 0.213], [-3.485, -3.996, 1.462], [-2.506, -2.809, 1.631], [-1.304, -3.170, 1.799], [-2.955, -1.654, 1.526], [-2.651, -2.483, -6.419], [-1.741, -1.138, -5.644], [-3.464, -1.353, -5.338], [-3.518, -4.439, -5.064], [-2.933, -6.004, -3.302], [-0.167, -3.169, -1.679], [-0.820, -1.563, -3.455], [-1.144, -4.622, 0.753], [-3.742, -5.745, 0.237], [-3.382, -4.288, -0.680], [-3.449, -4.610, 2.384], [-4.501, -3.646, 1.305]],
  "forces_ev_per_a": [[0.227, 0.218, -0.360], [0.154, -0.028, -0.132], [-0.194, 0.180, 0.149], [0.098, -0.690, -0.038], [-0.451, 0.050, 0.063], [0.172, -0.323, -0.084], [-0.733, 0.320, 0.017], [0.240, -0.331, -0.078], [-0.401, -0.049, -1.034], [-0.848, -0.831, 0.927], [0.177, -0.171, -0.061], [-0.356, 0.095, 0.017], [0.276, 0.186, 0.118], [0.298, 0.341, 0.477], [0.249, 0.079, -0.536], [-0.700, 0.686, 0.146], [0.072, 0.135, 0.087], [-0.046, -0.144, 0.260], [0.661, -0.385, -0.509], [-0.011, -0.143, 0.474], [-0.618, 0.167, 0.523], [0.413, 0.536, -0.411], [0.051, -0.244, 0.059], [-0.284, -0.002, 0.188], [-0.305, 0.035, -0.134], [0.273, -0.220, 0.052], [-0.321, -0.161, 0.198], [0.314, 0.169, -0.178], [0.713, 0.534, -0.104], [0.217, 0.203, -0.155], [0.664, -0.342, 0.355], [-0.451, -0.327, -0.175], [0.154, 0.045, -0.241], [0.078, -0.258, 0.010], [-0.051, -0.114, 0.041], [0.093, 0.548, 0.034], [0.072, -0.055, -0.058], [0.947, -0.337, -0.008], [-0.353, -0.158, 0.751], [0.183, 0.084, -0.146], [-0.322, -0.308, 0.115], [0.392, -0.080, 0.146], [0.037, -0.136, -0.254], [-0.035, 0.047, 0.052], [0.406, -0.562, -1.724], [0.146, 0.908, 0.620], [-0.771, 0.026, 0.785], [-0.373, -0.051, -0.432], [-0.514, 0.139, -0.236], [-0.005, 0.306, 0.295], [-0.085, 0.014, -0.008], [-0.036, -0.046, -0.064], [-0.035, 0.138, -0.140], [0.271, 0.069, 0.036], [-0.176, 0.104, 0.133], [0.175, 0.263, 0.072], [0.087, -0.227, 0.132], [0.071, -0.492, -0.748], [0.217, -0.729, -0.311], [-0.260, 0.706, -0.396], [-0.537, 1.602, 0.796], [-0.267, 0.086, -0.324], [0.628, -0.587, 0.516], [-0.158, 0.063, 0.032], [0.191, 0.046, 0.618], [-0.061, -0.033, -0.202], [0.037, -0.663, -0.080], [0.645, -0.959, -0.337], [0.469, -0.033, -0.353], [-0.455, 0.051, -0.186], [-0.687, -0.066, -0.465], [0.491, -0.003, -0.113], [0.546, 0.111, -0.265], [-0.249, 0.085, 0.775], [-0.169, -0.736, -0.321], [0.309, 0.575, 0.214], [-0.543, -0.139, 0.182], [0.766, 0.212, 0.310], [-0.291, -0.553, 1.077], [0.339, -0.308, -0.080], [-0.099, 0.054, -0.414], [0.169, 0.257, 0.130], [0.204, -0.182, 0.187], [0.017, 0.497, 0.208], [-0.279, -0.359, 0.132], [-0.602, 0.342, 0.141], [0.052, 0.088, -0.018], [0.250, 0.073, 0.094], [-0.234, 0.176, -0.059], [0.251, 0.165, -0.029], [-0.230, 0.194, 0.146], [-0.292, -0.076, -0.183], [0.007, 0.331, -0.343], [0.031, 0.146, -0.502], [-0.110, 0.151, 0.138]],
  "mulliken_charge": [0.916, -0.284, 0.341, -0.510, 0.336, -0.619, -0.953, -0.580, 1.212, -0.474, -0.714, -0.307, -0.748, 0.172, -0.428, -0.420, -0.065, -0.292, -0.122, 0.318, -0.872, 0.232, -0.565, -0.199, -0.808, -0.097, -0.331, 0.608, 0.572, 0.489, 0.352, 0.474, 0.652, 0.405, 0.381, 0.332, 0.491, -1.401, 0.836, -0.737, -0.844, 0.305, -0.727, -0.393, 0.304, -0.948, -0.296, 0.315, 0.267, 0.384, 0.257, 0.423, 0.834, 0.459, 0.184, 0.375, 0.365, -0.485, 0.617, -0.390, -0.743, 0.651, -0.590, 0.246, 0.258, 0.222, 0.207, -1.418, 0.341, -0.453, -0.157, -0.178, -0.570, -0.164, 1.246, -0.775, -0.689, -0.261, -0.397, -0.746, 0.612, -0.791, -0.723, 0.355, 0.335, 0.298, 0.335, 0.438, 0.566, 0.268, 0.492, 0.253, 0.322, 0.290, 0.321],
  "orbital_gap_ev": 5.226,
  "lumo_ev": 3.4314,
  "e_tot_ha": -4226.18551,
  "charge": -2
}